Entry 1:
240
Properties=species:S:1:pos:R:3 method="wB97M-V/def2-TZVPD" largest_force_ev_per_a=4.3 orbital_gap_ev=9.6 total_charge=0 lumo_ev=0.6
O 2.5509 6.6833 -0.1528
O -0.8831 -0.6763 -0.2547
O -4.3108 -0.8855 -5.8508
O -0.8380 -5.3405 -1.4077
O 1.9725 -5.5196 1.7456
O -6.5515 -4.4926 1.4620
O -3.6291 -3.1713 5.1744
O -5.0887 3.3611 0.0403
O -6.3376 -0.5294 -2.9487
O -0.6689 1.2289 -1.2691
O -2.6163 3.6918 -3.8752
O -6.7343 1.8401 0.3408
O -0.0026 -4.2784 4.2850
O 2.5800 -0.4765 3.6125
O 0.5595 5.1699 4.6557
O -3.1229 2.5280 2.5259
O 2.4600 -2.6215 -3.4856
O -3.8009 -1.1363 4.3516
O 2.0223 4.5643 0.0680
O 5.3390 -4.1624 -0.5098
O 3.5679 3.0128 -4.4253
O 1.1025 2.4571 3.6440
O 1.0633 -4.1222 0.3007
O 3.8268 -5.8188 -0.7426
O -1.2200 4.5113 -5.4819
O 6.1206 3.3935 1.4315
O 2.9245 -0.9311 -4.8933
O -2.1933 -4.4442 0.1025
O 6.6379 1.3453 -3.7499
O 5.9011 5.5860 1.1940
O 3.2880 2.4295 3.5987
O 6.3771 -0.4616 -2.4588
O -2.4107 -0.7637 -4.7522
N -6.2580 -4.0152 -0.7500
N -6.5986 0.9064 -4.7004
N 4.1664 0.1172 2.0038
N -0.9432 5.5415 3.0306
N 0.9842 -3.5288 6.2647
N 2.1663 2.9758 -6.2111
N -5.1597 2.5750 3.5500
C 4.6125 -5.0582 -1.2330
C -7.8466 0.3496 -5.0918
C 2.4856 -1.2975 -3.7929
C 3.5967 -4.1717 2.8164
C -5.4232 0.0932 1.1043
C -0.8125 -1.2630 1.0699
C 3.6882 3.5200 -1.2106
C 2.6871 5.6039 -0.5421
C 4.3133 0.8870 0.8010
C 4.9496 -4.9514 -2.6807
C 5.6873 6.7911 2.0118
C 6.0540 0.4605 -5.8498
C -6.0820 1.9240 -5.5053
C 0.7699 2.3284 6.0167
C 0.6140 -4.4438 5.3157
C 0.2482 5.1247 3.4810
C -3.5261 -1.3940 -5.1030
C -1.4870 4.3199 -1.9001
C 1.9991 -1.4275 -1.5091
C -5.5018 3.8508 2.9692
C 1.8146 -4.2822 1.1812
C -5.7868 -5.3586 -0.9333
C 5.9326 4.4516 1.9704
C 3.2054 -5.6161 2.4027
C -1.9984 5.8291 4.0202
C 2.2004 2.9412 5.7270
C 3.5831 4.9958 -1.6167
C 5.8360 -3.7613 -2.7758
C -5.4646 2.1993 0.0697
C -6.0049 0.4590 -3.6067
C -3.5313 -2.8917 -4.6514
C 5.3391 0.1713 2.9079
C 2.3144 3.3343 -0.5871
C 0.9553 -2.1773 5.9107
C 2.2930 2.5686 4.2278
C -1.0674 -6.5892 0.4797
C 0.0303 -6.4967 -1.6030
C -1.4518 4.1933 -4.3066
C -3.9993 2.0306 3.1714
C -3.5073 -4.4939 4.7131
C -6.8381 0.4280 0.6093
C -5.8912 -2.8807 -1.6335
C -4.6074 0.9788 0.1459
C 6.5951 1.7184 -5.0836
C 2.0393 -2.8082 -2.1308
C 1.8035 -3.9427 7.3879
C -0.7219 0.6390 -0.2101
C -2.6889 3.5711 -2.4974
C -6.6043 -3.7295 0.5220
C 6.5099 0.0224 -3.5328
C -6.2174 1.8097 4.2313
C 6.3720 -0.6412 -4.8984
C 6.4159 -3.7105 -1.3706
C 1.9908 3.3729 -7.5840
C 2.7656 -3.2980 1.8181
C -1.3327 5.2089 1.6760
C -3.8352 -2.2883 4.1722
C -0.7811 -0.0810 2.1085
C -1.5004 -1.6860 -4.1795
C -2.3592 -2.9399 -3.6827
C 4.8980 6.2156 3.2883
C -1.4584 -5.3647 -0.2277
C 2.0478 -0.4276 -2.6418
C 5.5530 4.7582 3.4153
C 3.2272 3.3991 -5.5007
C -0.5185 4.2484 -3.1373
C -0.4720 1.1708 1.1906
C 0.0680 2.3534 4.6697
C -0.5814 -7.5336 -0.6688
C -3.7071 -4.4474 3.1815
C 2.9214 -0.0845 2.4961
C 1.2335 2.0198 -5.6258
C -4.1314 -3.0269 2.9263
H 6.6315 7.2136 2.2830
H -3.6562 3.8803 -2.0252
H 0.1401 3.3720 -3.1724
H 0.8844 4.7929 2.6636
H 2.0160 -5.0642 7.3204
H -6.2439 3.7935 2.1999
H 6.6130 0.5442 -6.8061
H 5.2546 -2.8109 -2.8695
H 3.8801 4.3298 -5.9302
H 4.8397 3.9863 3.6922
H 0.0544 5.1287 -3.2814
H 3.0693 -6.2629 3.3023
H 5.0470 6.7654 4.2138
H -4.8400 -5.5395 -0.4627
H 2.2272 4.0153 5.8308
H 5.0652 0.2091 3.9929
H 6.7008 -2.6592 -1.1159
H 0.0890 -8.3320 -0.3820
H 0.5573 -2.1250 4.9746
H -6.5624 2.3181 5.1394
H 0.6201 1.4845 1.1885
H 0.2655 2.9901 6.7189
H 2.2510 -2.4844 2.3834
H 7.3248 -1.1124 -5.0245
H -7.6097 0.2972 1.3413
H -6.9565 -2.6678 0.6173
H 3.8811 -6.1046 1.6946
H 1.0172 -3.1975 -2.1712
H 0.0007 -6.8089 -2.6489
H 3.8234 6.2113 3.1172
H 7.5996 1.7839 -5.3937
H -0.2171 -6.2880 1.0953
H 7.2686 -4.3176 -1.1628
H 0.0284 -1.8893 1.1109
H 1.4350 3.1579 -1.2827
H -4.5094 -5.1551 2.9077
H -1.8481 -7.0241 1.0296
H -0.5513 4.9567 1.0386
H -2.4440 2.5675 -2.2403
H 2.6209 0.4779 -2.4985
H -5.7862 4.5730 3.7652
H 3.9075 2.8915 -2.0807
H -1.4706 -8.0474 -1.1167
H 2.7256 -3.4539 -1.6596
H 5.4596 -5.8309 -3.0539
H -1.1036 2.0687 1.2814
H 1.9634 2.4906 -8.2628
H -2.7913 -2.6328 -2.7196
H 2.3341 2.5458 0.1456
H 6.4053 4.7610 4.0794
H 5.9313 -0.6669 2.6471
H 1.2110 -3.7018 8.3161
H -3.6369 -2.6459 2.0467
H 0.8386 1.3517 6.4431
H -4.3024 -5.0995 5.2562
H 0.3455 2.5510 -5.2723
H -5.2189 -2.8260 2.7511
H -5.7395 0.8631 4.5224
H -8.1109 -0.5054 -4.4355
H -5.1198 2.2776 -5.1235
H -4.9087 -3.1543 -1.9245
H 3.0437 5.1798 -2.5484
H -0.7528 -1.9305 -4.9496
H 2.8488 4.0791 -7.8257
H 1.9531 -1.8031 5.7305
H -0.5638 1.5204 4.4330
H -6.5963 -5.9353 -0.3806
H 1.0736 3.9755 -7.7243
H -3.2662 -3.4184 -5.5842
H 0.8272 -5.4673 5.6862
H 5.1240 7.4034 1.3780
H 4.6883 -4.0302 2.7198
H 5.6964 -1.4647 -4.8184
H -1.7004 6.5978 4.7746
H 0.3359 -1.5843 6.6234
H 4.4451 2.0017 0.9817
H -5.3124 0.4101 2.1706
H 2.8019 -1.2193 -0.8120
H 5.8964 1.0698 2.5626
H -1.0906 -1.2201 -3.2960
H -5.1074 1.0900 -3.2595
H -4.5081 -3.2312 -4.2862
H -2.5131 -4.8225 5.0512
H 0.8444 1.5140 -6.5452
H 5.2317 0.7105 0.2527
H -8.6948 1.0886 -4.9937
H -5.8105 -5.6899 -1.9703
H 3.0339 2.5321 6.2771
H -7.1385 -0.0514 -0.3403
H -0.5275 3.2180 4.4680
H -2.0072 4.3422 1.7210
H -4.4563 0.4531 -0.7866
H -1.6497 -2.0270 1.1600
H -1.0736 3.7738 -1.0962
H 2.1869 0.1376 1.7872
H 1.7838 1.3631 -4.9467
H -5.3369 -1.0138 1.0309
H 4.0113 -4.7462 -3.2359
H -4.5718 4.2617 2.5588
H 4.6015 5.5002 -1.5791
H 5.0151 0.5667 -6.1133
H -7.7876 -0.1585 -6.0761
H 3.4551 0.6800 0.1248
H -3.6550 1.2431 0.5125
H 1.0138 -6.2142 -1.2914
H -1.7229 0.1379 2.5620
H -6.9931 1.6278 3.4639
H 3.3772 -2.7392 1.1657
H 2.7296 -3.3437 7.5172
H -2.8366 -4.6826 2.6281
H -1.5823 5.3401 -1.6820
H 1.0116 -0.0715 -2.8085
H -3.9183 0.9530 3.5983
H 3.2133 -3.9624 3.7855
H -6.4895 -2.8188 -2.5552
H -0.0526 -0.3386 2.8958
H -5.9101 1.5531 -6.5123
H 4.4040 3.5197 -0.3900
H -6.7179 2.8102 -5.5350
H -5.9460 -1.8787 -1.1983
H -1.9130 5.9624 1.2791
H -2.2258 4.8526 4.5897
H 1.1277 -1.2792 -0.9674
H -1.8626 -3.8349 -3.4079
H -2.9524 6.0981 3.4134
H 6.0405 2.5983 -5.3212
H 6.5712 -3.7506 -3.6240

=====

Entry 2:
90
Properties=species:S:1:pos:R:3 method="wB97M-V/def2-TZVPD" relative_energy_kcal_mol=0.00 largest_force_ev_per_a=0.9 orbital_gap_ev=7.5 total_charge=+2 smiles="CC[N+](CC)(CC)CCCCOc1ccc2c(c1)C(=O)c1cc(OCCCC[N+](CC)(CC)CC)ccc1-2" lumo_ev=-3.7
O 4.7527 0.5017 -0.3105
O -4.6134 -1.1590 0.5935
O -0.4137 2.1592 0.4677
N -9.3735 0.7608 -0.2739
N 9.3501 0.0571 0.0080
C 2.3623 0.8985 0.0080
C 6.4944 2.1039 -0.4677
C 7.3035 1.4694 0.6686
C -0.5070 -1.3501 0.0649
C 9.1733 -1.7160 -1.8268
C 0.9209 -1.0659 -0.0645
C 3.2718 -1.3097 -0.3598
C -0.1981 0.9820 0.3102
C -2.5428 -0.0887 0.4671
C -6.8339 -1.8788 1.0068
C -9.6201 0.3262 -1.6850
C -3.2675 -1.2880 0.4082
C 9.0855 -0.9592 1.0780
C -10.5291 -0.8795 -1.8659
C 4.9993 1.8954 -0.2419
C -8.4799 1.9607 -0.3475
C 8.6906 -0.3901 -1.2576
C -7.3971 -0.8561 0.0146
C -2.6075 -2.4874 0.1706
C 11.3190 1.0569 -1.3051
C 9.3984 -0.5273 2.5026
C 8.8088 1.4006 0.3828
C -10.6606 1.0964 0.4163
C -8.0299 2.5459 0.9819
C -1.1813 -0.1349 0.2942
C -1.2250 -2.5241 0.0014
C -11.5044 2.1879 -0.2233
C 1.1131 0.3175 0.0806
C 2.0122 -1.8843 -0.2857
C -5.4270 -2.3144 0.6023
C 10.8348 0.1743 -0.1644
C 3.4589 0.0659 -0.2177
C -8.7383 -0.3338 0.5220
H -8.8616 2.8705 1.6001
H -11.5353 -0.7031 -1.4980
H -0.7372 -3.4697 -0.1772
H 6.8847 0.4856 0.8723
H 11.2395 0.5610 0.7716
H 4.1399 -1.9263 -0.5354
H -6.6628 -0.0562 -0.0710
H 7.6202 -0.4614 -1.0598
H -10.0459 1.1770 -2.2183
H -8.6489 0.1114 -2.1322
H 6.6951 3.1739 -0.5220
H -11.0006 3.1497 -0.2429
H 1.8989 -2.9508 -0.4014
H 11.0073 0.6913 -2.2788
H 6.7521 1.6581 -1.4287
H -9.0122 2.7254 -0.9139
H 8.0342 -1.2441 1.0195
H 8.8467 0.3945 -1.9989
H -6.7783 -1.4331 2.0010
H -3.1560 -3.4142 0.1139
H 8.7383 0.2615 2.8498
H 11.0120 2.0928 -1.1964
H -5.4393 -2.7776 -0.3940
H 11.2286 -0.8324 -0.3082
H 2.4540 1.9660 0.1274
H 8.9849 -2.5497 -1.1572
H -8.6074 0.0378 1.5393
H 9.6826 -1.8403 0.8409
H 4.7050 2.2860 0.7407
H -7.4278 3.4251 0.7650
H -9.4462 -1.1628 0.5684
H 4.4305 2.4206 -1.0181
H -10.4147 1.3898 1.4374
H 10.2270 -1.7005 -2.0887
H -7.5995 1.6780 -0.9259
H 9.0348 2.0830 -0.4372
H 10.4307 -0.2144 2.6287
H -7.4736 -2.7600 1.0586
H 9.3700 1.7358 1.2546
H -3.0545 0.8427 0.6500
H 7.1484 2.0683 1.5673
H -11.8287 1.9327 -1.2277
H -11.2478 0.1792 0.4716
H 9.2428 -1.3882 3.1484
H 12.4063 1.0421 -1.2882
H -10.6062 -1.0751 -2.9328
H -7.5022 -1.3398 -0.9570
H -5.0511 -3.0457 1.3278
H -7.4062 1.8608 1.5482
H -10.1305 -1.7763 -1.4012
H 8.6158 -1.9037 -2.7414
H -12.3990 2.3066 0.3835

=====

Entry 3:
10
Properties=species:S:1:pos:R:3 method="wB97M-V/def2-TZVPD" relative_energy_kcal_mol=13.96 largest_force_ev_per_a=5.6 orbital_gap_ev=11.3 total_charge=0 smiles=C[C@@H](N)F lumo_ev=1.2
F -1.4043 -1.0938 -0.6257
N -1.0428 0.9194 0.1611
C -0.5765 -0.3257 0.2241
C 0.8860 -0.5234 -0.2539
H -0.7685 1.4102 -0.7059
H 1.2852 0.3129 0.1814
H 0.9245 -0.4760 -1.3163
H -0.9051 -0.6206 1.3687
H -1.9655 0.9214 0.3775
H 1.3762 -1.4885 -0.1415

=====

Entry 4:
107
Properties=species:S:1:pos:R:3 method="wB97M-V/def2-TZVPD" relative_energy_kcal_mol=35.42 largest_force_ev_per_a=1.9 orbital_gap_ev=4.9 total_charge=-1 lumo_ev=1.8
Ba 0.3252 0.6545 0.3544
Se 1.7886 0.5606 -4.4629
Se 3.8164 0.3671 -3.3807
S 3.9416 3.9505 2.9461
S 2.0939 3.1783 0.7499
S 2.4281 2.6659 5.0669
S 0.2796 1.6078 3.3006
O 4.6725 3.9954 5.4830
O -2.2492 0.5108 -2.2319
N 1.0418 2.4351 -2.4749
N -1.9904 0.4332 1.3854
N -1.3296 -2.6073 0.9513
N 2.2932 -1.4556 -1.8432
N -3.6829 2.1047 -2.9910
N 1.3940 -1.1812 1.6881
N -1.9285 -0.5351 2.3359
N -1.0148 -2.1625 -0.2932
N 0.4696 -1.6951 2.5465
N -4.2784 0.6989 -1.2418
C 5.0551 -1.2316 2.2898
C 0.4094 -2.7387 4.8485
C 1.2021 2.2646 -3.7821
C -3.1113 2.6307 1.1281
C 1.0855 -2.1097 3.6771
C -2.8515 1.3538 1.8191
C 3.1428 -3.4906 -0.9116
C 0.6698 3.6504 -2.0600
C -1.9565 -3.8049 0.8899
C 6.2773 -0.7579 1.8449
C 3.8527 3.6210 4.6715
C -3.6413 5.1087 -0.0898
C 5.1550 0.5954 0.2211
C -4.1081 3.4773 1.6154
C 0.5848 4.5144 -4.2800
C 3.4866 -1.2406 -2.3662
C 2.4657 3.1133 2.4566
C 0.9860 3.2654 -4.7236
C -3.3196 1.0934 -2.1478
C -2.4452 -4.5744 2.0732
C -2.0497 -4.1552 -0.4340
C 3.9360 0.0964 0.6509
C -0.8346 -1.8848 -3.2524
C 6.3325 0.1707 0.8135
C 4.5706 -2.0961 -2.2143
C -3.3833 0.9629 3.0535
C -2.6490 4.2772 -0.5878
C 2.1251 -2.5802 -1.1434
C -2.9489 -1.0374 4.5918
C -4.3726 4.6982 1.0157
C 3.8587 -0.8031 1.7095
C 4.3932 -3.2353 -1.4506
C -1.3081 -3.0213 -2.6059
C -2.7276 2.6331 -3.9391
C -1.6353 -4.0702 -4.7666
C -2.7637 -0.2265 3.3551
C -1.1924 -2.9188 -5.4027
C 1.7614 2.5140 3.4382
C -2.3926 3.0549 0.0112
C -0.7926 -1.8340 -4.6376
C 2.5828 -1.2771 2.2835
C 0.4322 4.7135 -2.9213
C 2.4313 -1.8683 3.5442
C -1.4454 -3.0980 -1.1385
C -1.6936 -4.1156 -3.3843
B -1.0583 -1.8444 2.2624
H -0.5282 -1.0297 -2.6706
H -2.8957 -5.5034 1.7250
H -3.2426 -2.0635 4.3717
H -2.0342 -1.0636 5.1810
H -2.1287 3.4450 -3.5218
H -1.1550 -2.8693 -6.4838
H 5.5228 -1.8653 -2.6727
H 0.4167 5.3199 -4.9844
H -0.4473 -0.9338 -5.1288
H 3.0495 0.4468 0.1460
H -4.0752 1.4901 3.6863
H 1.1703 -3.0388 5.5677
H 2.9581 -4.3686 -0.3086
H -2.5050 -5.0502 -0.8200
H 5.1688 1.3339 -0.5709
H -2.0668 4.5757 -1.4503
H -4.6875 3.1796 2.4784
H 1.1648 3.0674 -5.7710
H -3.8349 6.0698 -0.5492
H -1.9425 -4.9319 -5.3463
H -4.4597 2.6855 -2.7273
H -2.0531 1.8294 -4.2245
H 3.1819 -2.0423 4.2951
H -3.7263 -0.5744 5.1983
H -4.9384 1.3922 -0.9265
H -3.2488 2.9928 -4.8265
H -5.1445 5.3380 1.4247
H -2.0467 -5.0188 -2.9055
H -3.1958 -4.0190 2.6363
H 5.0289 -1.9448 3.1030
H -1.4702 -2.5254 3.1452
H -1.6421 2.4162 -0.4342
H -0.1649 -3.6201 4.5629
H 7.2844 0.5696 0.4865
H -0.2642 -2.0421 5.3437
H 0.1492 5.6767 -2.5184
H -3.8852 0.1396 -0.4973
H 7.1886 -1.0975 2.3212
H 0.5942 3.7860 -0.9852
H 5.2184 -3.9167 -1.2870
H 1.1347 -2.7343 -0.7347
H -1.6342 -4.8211 2.7589

=====

Entry 5:
32
Properties=species:S:1:pos:R:3 method="wB97M-V/def2-TZVPD" relative_energy_kcal_mol=2.24 largest_force_ev_per_a=4.6 orbital_gap_ev=6.2 total_charge=0 smiles="O=[N+]([O-])c1cc([N+](=O)[O-])c2nnnn2c1.CNN(C)C" lumo_ev=-2.2
O 2.0861 -3.0072 1.5526
O -3.4574 -1.0238 -0.3007
O 3.0298 -1.2368 2.4262
O -2.0731 -2.6192 -0.9062
N -2.3171 -1.5460 -0.3133
N 0.9538 2.3782 2.2393
N -0.3788 1.0463 1.2689
N -5.0297 1.0414 3.4774
N -0.2528 2.4065 1.6518
N -5.1978 -0.4200 3.4508
N 1.6391 1.2374 2.3084
N 2.0849 -1.7762 1.8317
C -6.3983 -0.8611 4.1534
C 0.8141 0.3566 1.6940
C 0.9317 -1.0039 1.4322
C -5.1448 1.6042 2.1428
C -3.8229 1.4748 4.1671
C -1.3736 0.4730 0.6441
C -1.2392 -0.8894 0.3809
C -0.1082 -1.6053 0.7699
H -5.1097 2.7015 2.1709
H -6.0919 1.2962 1.6950
H -4.3699 -0.8561 3.8559
H -3.8124 1.0730 5.1835
H -3.7785 2.5714 4.2293
H -6.3674 -0.5435 5.1999
H -2.9257 1.1197 3.6409
H -6.5071 -1.9482 4.1099
H -0.0400 -2.6556 0.5502
H -4.3281 1.2420 1.5005
H -2.2544 0.9974 0.3306
H -7.2680 -0.4056 3.6832